1.
Here is C35H70O25S as an isolated structure from OMol25. Energies are from ωB97M-V/def2-TZVPD.

```
131
Properties=species:S:1:pos:R:3:lowdin_charge:R:1
H 0.382 -9.462 -4.393 0.094
C 1.670 7.757 0.230 -0.610
C 1.659 2.983 -3.678 -0.026
H -9.442 -3.472 1.400 0.079
H 1.769 0.064 3.539 0.105
H 3.298 -5.389 1.146 0.080
H -0.099 5.939 0.106 0.128
H -0.554 3.930 -7.360 0.078
C 3.577 -7.697 6.900 -0.040
C -2.534 7.946 -10.563 -0.066
O -6.680 -3.713 3.328 0.035
C 0.035 -7.503 -2.754 -0.610
H 2.021 3.967 -3.968 0.095
C 3.471 3.069 7.735 -0.041
O 2.889 -0.353 7.765 0.041
H -1.981 -0.458 2.673 0.088
O 0.826 -7.506 -3.831 0.003
H 0.392 5.423 -7.166 0.095
O -2.061 5.651 -8.459 0.120
C 3.142 0.829 7.209 -0.609
C -1.225 5.480 -9.309 -0.610
S -0.240 -2.288 0.635 0.553
H -3.401 5.963 -10.520 0.122
O 2.671 -7.682 5.795 0.008
H -3.535 4.485 -2.879 0.124
H -2.509 5.312 -4.045 0.124
O -1.566 -2.736 0.531 -0.204
H -7.834 -3.939 0.833 0.075
H 3.175 -7.115 1.542 0.084
H 0.901 6.275 -2.771 0.092
C -1.566 0.451 2.267 0.030
C 2.059 0.426 2.561 -0.193
C -0.267 0.089 1.482 -0.390
H 4.228 -2.840 5.907 0.075
H -4.304 3.949 -5.167 0.085
H -3.065 -3.126 2.220 0.061
H -2.325 0.873 1.623 0.089
O -1.686 3.682 -3.044 0.015
C 2.873 -1.468 6.859 -0.205
H 2.343 2.547 -2.956 0.092
H 0.612 -5.549 -0.005 0.056
H 4.576 -7.969 6.565 0.098
H 2.332 -2.257 7.377 0.123
O 0.386 3.074 -3.031 -0.013
C 1.238 -8.806 -4.255 -0.043
H 1.593 2.335 -4.550 0.100
H -8.551 -3.038 3.666 0.121
H 1.721 1.306 -0.153 0.085
C 0.244 4.536 -7.776 -0.044
C -1.048 -6.046 -1.274 -0.196
O 3.154 1.748 8.178 0.006
H -1.756 -0.255 -0.093 0.124
C 3.282 -6.113 1.961 -0.055
H 3.848 9.841 1.336 0.093
C -0.540 3.744 -3.723 -0.638
H 2.826 3.372 6.914 0.094
H 2.302 -1.524 1.584 0.045
C -2.550 6.485 -10.957 -0.214
C -3.402 3.482 -4.775 -0.054
H 2.523 10.300 0.248 0.098
O 0.016 -1.309 1.840 -0.164
C 0.867 1.058 1.837 -0.295
H -0.720 5.727 -2.306 0.060
H -3.426 8.449 -10.936 0.079
C 1.316 1.902 0.652 -0.048
C -0.255 -6.206 0.003 -0.070
H 4.515 3.124 7.431 0.098
C -7.870 -3.094 2.820 -0.215
H 3.211 -8.451 7.590 0.093
O -0.001 -1.189 -0.493 -0.157
H -1.900 -6.725 -1.305 0.125
H -1.653 8.441 -10.975 0.081
C 0.124 6.336 -2.007 -0.040
O 0.611 8.296 0.425 0.124
H 0.106 -7.228 0.122 0.083
H -2.588 -4.581 3.108 0.098
H -0.202 7.374 -1.957 0.087
O -5.508 -2.898 1.571 0.123
C -3.342 -4.144 2.457 -0.040
O -1.330 5.824 -10.594 0.036
C 4.271 -1.936 6.515 -0.056
C 2.842 -0.612 1.779 -0.068
H 2.168 9.675 1.880 0.095
H -2.502 8.059 -9.480 0.075
C 0.654 5.853 -0.677 -0.197
O 2.869 8.271 0.508 0.005
H 1.748 -8.674 -5.205 0.092
H 3.244 -0.215 0.857 0.076
O -0.225 -6.237 -2.437 0.045
H 0.436 1.761 2.536 0.124
O 3.320 1.044 6.037 0.114
C -5.583 -3.539 2.588 -0.610
H -7.653 -2.076 2.499 0.121
H 3.308 3.727 8.583 0.093
C 2.835 9.604 1.024 -0.039
C -0.705 -0.029 0.027 -0.121
O -0.036 4.906 -9.132 0.009
H 3.705 -0.889 2.374 0.076
O -4.581 -4.190 3.177 0.012
H 2.244 -4.832 3.364 0.122
H -0.520 0.798 -0.642 0.128
H -1.372 1.118 3.095 0.083
H 3.601 -6.731 7.400 0.093
O 2.013 -6.821 3.923 0.046
C 2.880 -6.693 4.924 -0.611
H 1.928 -9.238 -3.532 0.098
H 1.198 -5.812 2.354 0.099
C -8.489 -3.907 1.703 -0.066
H -8.659 -4.933 2.029 0.082
H -3.654 2.491 -4.396 0.083
H 1.163 3.956 -7.794 0.094
H -3.415 -4.734 1.546 0.098
H 4.238 -6.071 2.479 0.074
C -2.807 4.332 -3.674 -0.206
H 2.744 1.244 2.754 0.111
H 2.042 2.616 1.016 0.090
H 0.925 4.802 -0.758 0.107
O 3.706 -5.821 5.028 0.111
H 2.307 -1.210 5.964 0.113
H -1.432 -5.031 -1.351 0.117
C 2.137 -5.813 2.903 -0.205
O -0.371 -8.481 -2.181 0.122
O -0.373 4.291 -4.780 0.120
H 0.458 2.480 0.334 0.076
H -0.869 -5.958 0.870 0.076
H -2.698 3.355 -5.596 0.070
O 1.852 6.543 -0.291 0.043
H 4.815 -1.172 5.961 0.075
H 4.836 -2.151 7.423 0.083
H -2.622 6.387 -12.039 0.121
O 0.807 -3.215 0.569 -0.208
```

The total charge is 0. The gap between HOMO and LUMO comes out at 10.99 eV. The relative energy (zero: lowest compared OMol25 entry of this formula, charge and spin) is 8.4 kcal/mol.

---

2.
Here is a 11-piece molecular cluster, C35H71FN3O15S5 overall from OMol25. Energies are from ωB97M-V/def2-TZVPD.

```
130
Properties=species:S:1:pos:R:3:lowdin_charge:R:1
H -4.538 2.909 -4.522 0.137
C -0.605 0.333 -1.063 -0.352
H 4.859 -3.499 -3.869 0.119
C -3.600 3.392 -3.987 -0.111
H -3.041 4.649 -5.839 0.147
H -3.157 -4.695 -1.101 0.147
H -3.564 -0.731 -3.292 0.151
N -0.110 -0.449 0.141 0.003
H 3.289 -1.614 -4.197 0.139
N 1.039 0.974 4.054 0.030
H -3.398 -6.207 -0.321 0.073
C 3.894 -1.614 1.887 -0.404
C 2.563 5.647 2.383 -0.166
C 6.692 -1.608 -3.758 -0.256
C 2.442 0.797 4.554 0.049
H -0.502 3.865 3.613 0.120
S -3.405 -4.676 1.374 0.708
S -3.254 -2.658 -4.455 0.625
C -0.878 -4.788 1.327 -0.339
O -5.420 1.599 4.859 -0.315
H -5.604 -0.376 2.137 0.157
H 3.452 -1.198 -2.449 0.107
N 3.414 -0.575 0.706 0.040
C -3.658 -0.966 -4.428 -0.294
C 2.614 6.624 1.108 -0.188
H -4.568 0.691 2.786 0.071
H 1.695 6.085 2.923 0.140
H -2.386 0.730 -5.158 0.136
C 2.342 4.249 1.885 -0.261
H -1.130 -0.307 -4.147 0.056
H -0.662 2.380 2.624 0.059
H 0.586 0.071 4.358 0.195
H -5.251 -0.622 6.582 0.093
C -4.207 -1.255 3.425 -0.252
H 3.527 5.816 2.783 0.102
C -1.625 4.882 -2.623 -0.239
O 1.775 3.872 -0.666 -0.291
H 6.231 -1.946 -1.613 0.143
C -0.673 2.788 3.601 0.016
H -1.657 -0.060 1.345 0.111
H 2.997 1.642 4.497 0.081
S 5.489 -0.404 -3.903 0.576
H -4.724 -0.926 -4.833 0.148
C 2.897 -2.686 2.203 -0.014
C -5.007 -0.177 3.054 -0.290
H 1.782 3.649 2.589 0.074
C -1.463 -2.424 -4.616 -0.193
H 4.231 -3.373 -2.082 0.155
H -1.680 2.670 3.850 0.094
C 1.374 6.195 0.462 -0.285
H -0.600 -5.613 -0.805 0.138
H 3.531 6.590 0.308 0.180
H -1.921 -1.663 0.353 0.141
O -3.790 -3.310 -5.706 -0.331
C -2.365 3.826 -2.031 -0.061
H 3.270 3.776 1.634 0.113
S 1.255 4.425 0.545 0.604
C -3.891 -1.115 4.934 -0.186
C -1.840 -4.775 2.243 -0.273
H 1.853 -2.269 2.247 0.072
H -3.370 -1.353 2.645 0.113
H -2.022 3.762 -0.909 0.143
H 0.023 1.159 -2.695 -0.038
C -1.803 5.078 -3.978 0.014
H -3.163 -0.299 5.136 0.115
O -3.737 -3.247 1.227 -0.337
H -1.119 -3.145 -5.350 0.099
H 5.204 -0.629 -0.223 0.096
O -0.042 4.114 1.013 -0.302
H 6.771 -3.164 -2.487 0.034
C -2.857 4.304 -4.712 -0.066
O -1.775 0.602 -1.171 0.137
H 5.090 0.828 0.806 0.106
C -2.723 -0.375 -5.305 -0.294
H -5.765 -1.854 5.423 0.170
C -3.315 3.071 -2.593 -0.085
H 2.973 -3.286 3.185 0.119
C 0.426 0.693 -2.055 0.064
H -1.759 -5.641 2.762 0.106
H -0.634 -0.718 -5.701 0.137
H 4.201 0.758 -0.606 0.025
S -5.908 0.293 4.431 0.661
H -0.047 -5.412 1.658 0.136
H 1.153 1.404 -1.395 0.158
H -0.614 -1.703 1.661 0.085
H -2.879 -0.366 -6.558 0.200
H -1.084 -2.795 -3.556 0.138
H -4.689 -2.185 3.280 0.100
C -2.879 -5.333 -0.129 -0.214
C -1.313 -5.434 0.069 -0.177
C 6.218 -2.431 -2.665 -0.263
C -1.157 -1.000 0.968 -0.046
H 1.000 0.074 -2.687 0.092
H 2.970 -0.151 4.086 0.155
H -1.161 -6.602 0.173 0.149
H 1.849 1.991 1.058 0.122
H 0.576 0.207 0.635 0.070
H 2.861 -1.209 0.115 0.045
O 1.548 1.001 1.505 -0.339
H 2.513 7.685 1.247 0.110
H -3.720 2.272 -2.110 0.064
O 1.750 -2.091 -0.814 -0.323
H -1.306 5.700 -4.556 0.050
C 0.166 2.073 4.541 -0.343
H 1.904 -2.943 -0.970 -0.135
H 1.289 6.527 -0.567 0.114
H -3.503 -1.776 5.574 0.061
H 0.459 -1.208 -0.239 0.056
C 4.765 -2.796 -3.013 -0.214
H -1.875 -3.859 2.744 0.096
H 2.118 0.641 5.391 -0.010
H 2.675 0.174 1.093 0.066
C -5.272 -0.779 5.562 -0.237
O -4.417 -5.562 1.876 -0.289
O 5.600 0.649 -3.004 -0.271
H 6.719 -2.124 -4.716 0.130
O 4.889 -1.441 2.436 0.180
C -1.382 -0.950 -4.912 -0.263
O -3.504 -3.174 -3.229 -0.296
F -0.675 5.627 -1.953 0.028
H 7.648 -1.101 -3.467 0.146
O 0.346 2.453 5.729 0.125
O 5.216 -0.211 -5.281 -0.296
H 2.968 -3.529 1.417 0.124
H -0.452 -3.741 1.345 0.112
C 4.142 -1.448 -3.402 -0.258
H 0.482 6.431 0.965 0.096
H 1.238 0.764 2.941 0.106
O -7.322 0.010 4.315 -0.300
C 4.539 0.195 0.115 -0.005
```

The total charge is +1. The gap between HOMO and LUMO comes out at 7.80 eV. The relative energy (zero: lowest compared OMol25 entry of this formula, charge and spin) is 68.6 kcal/mol.